(1)
Density functional theory data (ωB97M-V with the def2-TZVPD basis set) for the molecule C7H6Cl2NP at a distorted geometry.

Cartesian coordinates (Å):
Cl 1.267 1.839 1.670
Cl 2.752 -2.447 -0.226
P 2.447 0.546 -0.827
N -1.956 2.254 -1.687
C -1.264 1.601 -1.065
C 1.951 -0.884 -0.014
C 0.952 1.674 -0.102
C -0.265 0.873 -0.410
C -1.883 -0.850 -0.024
C -0.460 -0.341 0.087
C 0.657 -1.045 0.792
H -2.634 -0.381 0.614
H 0.420 -2.173 1.080
H -2.084 -0.587 -1.053
H 0.905 -0.669 1.790
H 1.186 2.650 -0.686
H -1.993 -2.060 0.061

Computed properties:
total charge: 0
highest occupied orbital energy (alpha / beta): -7.0 / -9.7 eV
spin multiplicity: 3
ΔE to the lowest compared entry with this formula, charge and spin: 9.2 kJ/mol
orbital gap (alpha / beta): 7.0 / 6.9 eV

Here are the Löwdin charges for atoms 1 to 5, given in e: 0.59 0.58 0.92 0.19 -0.23


(2)
Density functional theory data (ωB97M-V with the def2-TZVPD basis set) for a structure of composition C31H47BrN2P2V at a distorted geometry.

Cartesian coordinates (Å):
Br -2.154 -0.479 -0.932
V -0.380 0.212 0.617
P -3.770 0.443 -4.045
P 0.800 1.918 -0.386
N -1.550 1.048 2.017
N 6.708 -6.271 3.390
C 0.322 3.708 -0.251
C 3.499 -2.753 1.370
C -4.292 -1.114 -3.271
C 2.590 1.906 1.820
C 2.028 -1.985 -0.432
C 5.618 -6.226 4.169
C 4.549 -5.368 3.891
C 4.629 -4.478 2.783
C 2.342 -2.002 0.956
C 1.386 -1.577 1.898
C -0.246 -1.730 0.102
C 3.542 -3.541 2.478
C 1.440 4.739 -0.084
C -1.744 2.651 3.802
C -3.699 1.757 -2.790
C 2.472 1.681 0.312
C -4.970 2.609 -2.871
C -2.642 1.816 4.466
C 2.170 0.998 -2.709
C 6.776 -5.520 2.295
C -2.123 0.145 -4.744
C 0.696 -2.008 -0.854
C -2.040 0.722 -6.163
C -1.226 2.247 2.581
C -5.135 -2.019 -4.176
C -3.087 2.130 5.855
C 0.010 -1.626 1.524
C 5.765 -4.591 1.952
C -2.556 0.323 2.582
C 0.906 1.678 -2.195
C -3.082 0.660 3.825
H 2.284 4.568 -0.764
H 3.072 1.519 -2.370
H -5.813 2.109 -2.383
H -4.175 2.197 5.943
H 7.674 -5.584 1.654
H -3.367 -1.624 -2.991
H 0.441 -2.234 -1.893
H -0.396 3.815 0.575
H -4.797 3.592 -2.419
H 2.691 -3.575 3.160
H 2.767 0.650 0.079
H -2.800 2.361 -2.986
H -0.254 3.931 -1.167
H 3.310 1.181 2.216
H 0.795 2.673 -2.652
H 0.008 1.101 -2.456
H -2.663 3.079 6.188
H 3.683 -5.381 4.557
H -5.566 -2.824 -3.568
H 5.869 -3.958 1.078
H 5.627 -6.867 5.057
H -1.136 0.383 -6.675
H -1.983 -0.945 -4.766
H -0.775 -1.745 2.257
H -2.901 0.420 -6.767
H 4.344 -2.737 0.686
H 1.657 -1.524 2.951
H 3.158 2.336 -0.232
H -2.770 1.352 6.562
H 2.958 2.920 2.038
H 1.831 4.768 0.944
H -1.403 3.591 4.244
H -2.918 -0.516 1.991
H 1.027 5.733 -0.298
H 1.648 1.755 2.363
H 2.838 -2.144 -1.150
H -2.044 1.812 -6.149
H -3.798 -0.004 4.304
H 2.234 -0.043 -2.387
H -1.383 0.601 -4.079
H 2.167 1.017 -3.800
H -4.520 -2.457 -4.968
H -3.580 1.285 -1.800
H -4.855 -0.853 -2.362
H -0.550 2.890 2.020
H -5.243 2.731 -3.923
H -5.947 -1.456 -4.648

Computed properties:
total charge: +2
highest occupied orbital energy (alpha / beta): -11.4 / -11.4 eV
spin multiplicity: 4
ΔE to the lowest compared entry with this formula, charge and spin: 110.1 kJ/mol
orbital gap (alpha / beta): 3.6 / 3.8 eV

Here are the Löwdin charges for atoms 1 to 5, given in e: 0.70 0.52 0.93 0.92 -0.10


(3)
Density functional theory data (ωB97M-V with the def2-TZVPD basis set) for a structure of composition C25H20BrN5OS4TeTl at a distorted geometry.

Cartesian coordinates (Å):
Tl 0.891 -0.185 -2.448
Te 2.518 3.298 -2.410
Br 0.586 -3.835 -2.975
S 0.202 2.076 -4.281
S 3.279 2.265 -4.410
S 0.150 0.925 0.361
S 1.815 1.419 -6.698
O 1.248 -6.752 1.198
N 1.354 -2.944 -0.498
N -1.780 -0.182 -1.533
N -2.247 0.587 1.716
N -2.124 -0.288 -0.299
N -1.753 1.262 2.732
C 5.470 3.382 0.727
C 1.450 -4.313 1.439
C 6.675 4.184 -1.190
C 5.527 3.927 -1.979
C -3.609 -1.726 -1.739
C -2.655 -0.855 -2.345
C -2.830 2.423 6.107
C 1.034 -4.040 -1.168
C -4.384 -2.508 -2.566
C 1.470 -3.094 0.821
C 1.678 1.867 -5.102
C -4.565 1.097 5.008
C 1.060 -5.349 -0.674
C 1.243 -5.473 0.685
C -3.524 -1.467 -4.546
C 4.385 3.033 -0.052
C -1.985 2.206 5.023
C 4.347 3.415 -1.423
C 6.692 3.882 0.139
C -2.673 -0.703 -3.766
C -3.705 0.803 3.949
C -1.436 0.443 0.631
C -4.157 1.914 6.069
C -2.458 1.408 3.938
C -4.378 -2.383 -3.931
H -2.018 0.029 -4.262
H -0.985 2.625 4.993
H 7.537 4.644 -1.654
H -3.927 0.165 3.084
H 0.858 -6.231 -1.293
H 7.518 4.115 0.793
H -5.533 0.553 5.012
H -5.078 -3.241 -2.127
H -0.770 1.626 2.731
H 5.400 3.364 1.817
H -4.984 -3.049 -4.538
H -3.424 -1.387 -5.675
H 1.595 -4.339 2.535
H 5.546 4.262 -3.007
H -2.509 2.985 6.975
H 3.573 2.477 0.386
H -4.840 2.232 6.822
H 1.193 -6.699 2.163
H 1.684 -2.163 1.374
H -3.646 -1.687 -0.642

Computed properties:
total charge: -1
highest occupied orbital energy (alpha / beta): -4.3 / -4.3 eV
spin multiplicity: 1
ΔE to the lowest compared entry with this formula, charge and spin: 0.0 kJ/mol
orbital gap (alpha / beta): 6.0 / 6.0 eV

Here are the Löwdin charges for atoms 1 to 5, given in e: 0.51 0.96 0.74 0.26 0.26


(4)
Density functional theory data (ωB97M-V with the def2-TZVPD basis set) for a cluster of 2 separate species, C15H27FN4OP in total at a distorted geometry.

Cartesian coordinates (Å):
P 1.789 -2.163 1.616
F -0.394 1.693 -1.591
O -3.688 0.812 2.110
N -1.838 -2.991 1.220
N -0.713 4.019 -3.346
N 0.074 -1.865 1.747
N -0.572 -3.736 3.052
C -1.029 1.073 -0.520
C -1.411 0.012 2.201
C -0.044 0.080 0.094
C -1.821 5.637 -4.374
C 1.265 -3.256 -0.931
C 2.682 -0.739 2.335
C -0.730 -2.906 2.049
C -1.957 4.433 -3.738
C -0.439 5.965 -4.366
C 0.217 4.949 -3.725
C -1.815 -1.785 0.385
C 2.238 -2.367 -0.154
C -2.918 -0.110 2.296
C 4.087 -0.537 1.735
C -0.774 -0.854 1.037
H 2.354 -1.397 -0.634
H 0.019 6.846 -4.783
H 1.261 4.809 -3.507
H -1.025 -0.366 3.145
H 4.279 0.517 1.581
H 0.599 -2.653 -1.538
H 4.253 -1.067 0.805
H 0.343 -3.984 3.392
H -2.782 -1.337 0.196
H -3.281 -1.123 2.561
H 3.221 -2.823 -0.163
H -1.649 -3.805 0.642
H -1.383 -4.107 3.513
H -1.114 1.051 2.145
H 2.125 0.194 2.286
H 1.829 -3.859 -1.635
H 2.787 -0.951 3.394
H 0.716 -3.948 -0.299
H -2.831 3.838 -3.531
H -0.515 3.164 -2.857
H -1.884 0.539 -0.927
H -1.458 -2.068 -0.607
H -1.355 1.836 0.176
H 4.842 -0.884 2.432
H -2.622 6.219 -4.798
H 0.768 0.606 0.580
H 0.314 -0.500 -0.755

Computed properties:
total charge: +1
highest occupied orbital energy: -9.6 eV
spin multiplicity: 1
orbital gap: 5.8 eV

Here are the Löwdin charges for atoms 1 to 5, given in e: 1.03 -0.04 0.09 0.12 0.00


(5)
Density functional theory data (ωB97M-V with the def2-TZVPD basis set) for a cluster of 2 separate species, C4H9N2O2 in total at a distorted geometry.

Cartesian coordinates (Å):
O -4.115 0.489 -0.408
O 4.168 0.275 0.222
N -2.154 -1.402 -0.117
N 0.623 0.972 0.047
C -0.454 0.235 -0.019
C 3.033 0.957 0.101
C 1.793 0.122 0.205
C -0.811 -1.135 -0.042
H -1.376 0.851 -0.111
H 2.919 1.487 -0.878
H -2.758 -0.560 -0.377
H -2.525 -1.743 0.764
H -4.750 0.759 -1.074
H 2.967 1.745 0.866
H 1.715 -0.383 1.183
H 1.909 -0.685 -0.529
H -0.185 -1.982 0.167

Computed properties:
total charge: -1
highest occupied orbital energy: -3.6 eV
spin multiplicity: 1
ΔE to the lowest compared entry with this formula, charge and spin: 658.2 kJ/mol
orbital gap: 3.9 eV

Here are the Löwdin charges for atoms 1 to 5, given in e: -0.55 -0.27 0.11 0.13 -0.17


(6)
Density functional theory data (ωB97M-V with the def2-TZVPD basis set) for a cluster of 2 separate species, C5H16N2O in total at a distorted geometry.

Cartesian coordinates (Å):
O -0.296 -1.839 -0.720
N -1.006 2.490 1.752
N -1.039 0.560 0.349
C -0.731 -0.752 -1.877
C 1.953 0.466 0.301
C -0.449 -3.154 -1.142
C -0.242 1.682 0.798
C 1.117 1.214 1.335
H 2.131 1.090 -0.575
H -0.113 -1.145 -2.687
H -0.435 0.292 -1.886
H -1.500 -3.480 -1.122
H 1.437 -0.441 -0.009
H -0.073 2.324 -0.079
H -0.924 -0.304 0.874
H 0.168 -3.807 -0.515
H -0.101 -3.291 -2.183
H -1.045 2.027 2.656
H -0.570 3.393 1.892
H 2.916 0.179 0.724
H -1.782 -0.986 -2.044
H 0.939 0.568 2.202
H -2.015 0.820 0.267
H 1.660 2.095 1.689

Computed properties:
total charge: 0
highest occupied orbital energy: -8.6 eV
SMILES: CCC(N)N.COC
spin multiplicity: 1
ΔE to the lowest compared entry with this formula, charge and spin: 215.9 kJ/mol
orbital gap: 9.7 eV

Here are the Löwdin charges for atoms 1 to 5, given in e: -0.30 0.03 0.02 0.00 -0.10


(7)
Density functional theory data (ωB97M-V with the def2-TZVPD basis set) for a cluster of 3 separate species, C14H29BCl4NO7PS in total at a distorted geometry.

Cartesian coordinates (Å):
Cl 3.042 3.091 -4.185
Cl -0.184 2.280 -4.817
Cl 1.246 -1.992 5.688
Cl 2.053 -4.690 3.758
S -0.165 -1.442 -2.027
P 0.169 -1.424 2.161
O 1.115 -1.715 -2.611
O -2.566 1.298 1.353
O -0.286 3.721 1.020
O -1.158 -2.004 2.452
O -1.266 -2.125 -2.630
O 1.214 4.040 -0.663
O -0.161 -1.827 -0.481
N -2.821 -0.663 -0.042
C 1.896 -0.714 0.174
C 1.141 -3.712 6.146
C -0.383 0.485 0.302
C -0.456 0.321 -2.201
C 0.067 3.488 -0.134
C 0.495 3.927 -4.682
C 1.901 3.994 -5.215
C 0.375 -0.833 0.422
C 2.238 -4.536 5.525
C -3.814 -1.175 0.914
C 2.615 -2.083 0.164
C -0.668 2.584 -1.072
C -0.045 1.197 -0.991
C -3.535 -0.140 -1.244
B -1.979 0.357 0.554
H -0.512 2.968 -2.075
H -1.462 0.533 -2.530
H 1.980 3.681 -0.212
H -3.322 0.907 -1.442
H -3.276 -0.757 -2.100
H 2.854 -2.317 -0.865
H -4.297 -2.043 0.477
H 3.540 -2.025 0.722
H 0.157 -4.072 5.857
H -0.023 1.104 1.129
H -3.348 -1.498 1.837
H 0.496 -0.292 2.940
H -4.576 -0.437 1.163
H 3.216 -4.106 5.721
H -4.602 -0.257 -1.108
H 2.113 -0.253 -0.779
H 1.983 -2.885 0.515
H 0.204 0.619 -3.004
H 1.028 1.319 -1.090
H -0.154 4.588 -5.254
H 1.964 3.587 -6.221
H -1.924 1.811 1.847
H 2.301 -0.091 0.970
H 1.185 -2.345 2.448
H 2.235 5.029 -5.235
H 2.212 -5.544 5.934
H -1.733 2.595 -0.878
H 1.223 -3.755 7.231
H 0.459 4.225 -3.637

Computed properties:
total charge: 0
highest occupied orbital energy: -8.4 eV
SMILES: CC[C@]1([PH2]=O)OS(=O)(=O)C[C@@H](CC(=O)O)[C@H]1B(O)N(C)C.ClCCCl.ClCCCl
spin multiplicity: 1
ΔE to the lowest compared entry with this formula, charge and spin: 30.1 kJ/mol
orbital gap: 8.5 eV

Here are the Löwdin charges for atoms 1 to 5, given in e: 0.55 0.63 0.54 0.56 0.65


(8)
Density functional theory data (ωB97M-V with the def2-TZVPD basis set) for a cluster of 14 separate species, C6H32O13 in total at a distorted geometry.

Cartesian coordinates (Å):
O 1.983 2.637 1.972
O -1.529 3.424 -0.783
O -3.656 0.830 -0.317
O 2.677 -0.158 2.141
O 2.843 -2.746 1.085
O -0.110 4.216 1.649
O -3.065 -1.017 -2.243
O 0.635 -1.930 2.393
O -1.949 -1.465 2.595
O -1.749 -2.867 -0.833
O -1.663 1.019 1.525
O 0.712 -3.792 -0.119
O -2.858 1.726 -2.517
C 2.296 1.063 -0.646
C 1.001 0.440 -0.429
C 2.513 -0.305 -2.700
C 0.504 -0.583 -1.282
C 3.000 0.776 -1.783
C 1.394 -0.979 -2.383
H 0.713 -2.634 1.690
H -2.489 -1.695 -1.663
H 0.899 -1.797 -2.990
H -2.279 2.897 -1.102
H 0.509 0.794 0.506
H -2.454 1.201 0.990
H 2.459 0.339 2.970
H -1.230 2.881 -0.050
H 2.678 0.570 1.493
H -1.913 0.174 1.867
H 3.987 1.119 -1.920
H 2.577 3.194 2.466
H 3.576 -2.944 0.606
H -0.424 4.608 0.792
H -2.065 2.150 -2.892
H -4.304 1.239 -0.930
H -3.787 -1.631 -2.394
H 1.214 3.181 1.946
H 1.278 -1.248 2.038
H 3.130 -1.910 1.351
H -0.426 -1.022 -1.194
H 1.526 -3.397 0.052
H -2.706 0.832 -2.679
H -1.349 -2.506 0.036
H -2.086 -1.399 3.517
H 0.905 -4.863 -0.140
H -1.053 -3.390 -1.273
H 3.119 -0.471 -3.642
H -0.975 -1.505 2.460
H -0.818 3.635 2.007
H 2.628 1.875 0.008
H -3.264 0.219 -0.962

Computed properties:
total charge: 0
highest occupied orbital energy: -9.1 eV
spin multiplicity: 1
ΔE to the lowest compared entry with this formula, charge and spin: 50.4 kJ/mol
orbital gap: 9.3 eV

Here are the Löwdin charges for atoms 1 to 5, given in e: -0.04 -0.06 -0.09 -0.07 0.02


Number 1: energy -43175.0088 eV. Number 2: energy -150178.8188 eV. Number 3: energy -161117.5392 eV. Number 4: energy -35999.8338 eV. Number 5: energy -11364.3434 eV. Number 6: energy -10470.2844 eV. Number 7: energy -101702.6817 eV. Number 8: energy -33358.6041 eV.